[1]
The following is a quantum chemistry calculation of an isolated ion of composition C32H23N2O5 and charge -1 at a distorted geometry, from the OMol25 dataset.

Atoms and positions in Å:
O -3.745 -6.983 2.773
N -3.084 -6.169 3.446
O -3.238 -6.166 4.686
C -2.156 -5.312 2.780
C -1.484 -4.357 3.521
C -0.685 -3.400 2.915
C -0.567 -3.268 1.508
C 0.122 -2.148 0.732
C -0.641 -1.010 -0.260
C -2.102 -0.742 -0.478
C -2.651 0.041 -1.558
C -4.031 0.182 -1.767
C -4.963 -0.511 -0.982
C -4.452 -1.282 0.068
C -3.084 -1.386 0.296
C 0.170 0.217 -0.480
C 1.528 0.115 -0.826
C 2.408 1.165 -0.858
C 3.845 0.923 -0.994
C 4.318 -0.149 -1.786
C 5.687 -0.439 -1.893
C 6.634 0.323 -1.182
C 6.175 1.398 -0.404
C 4.816 1.676 -0.320
C 1.917 2.518 -0.564
O 2.678 3.399 -0.123
C 0.454 2.676 -0.739
C -0.057 4.065 -0.890
C -1.224 4.307 -1.646
C -1.763 5.582 -1.818
C -1.189 6.686 -1.164
C -0.023 6.487 -0.409
C 0.528 5.212 -0.279
C -0.349 1.545 -0.601
N 0.922 -1.305 1.748
O 2.190 -1.208 1.606
O 0.211 -0.706 2.543
C -1.150 -4.363 0.781
C -1.948 -5.329 1.412
H -1.631 -4.330 4.587
H -0.263 -2.628 3.570
H 0.995 -2.661 0.234
H -0.300 -2.011 -0.808
H -2.031 0.569 -2.287
H -4.442 0.810 -2.560
H -6.051 -0.386 -1.103
H -5.135 -1.826 0.717
H -2.720 -1.976 1.129
H 1.911 -0.868 -1.070
H 3.607 -0.758 -2.338
H 6.018 -1.273 -2.526
H 7.707 0.094 -1.272
H 6.895 2.001 0.149
H 4.491 2.502 0.292
H -1.697 3.461 -2.179
H -2.650 5.746 -2.439
H -1.588 7.689 -1.286
H 0.467 7.311 0.105
H 1.439 5.061 0.281
H -1.420 1.780 -0.578
H -1.093 -4.496 -0.322
H -2.524 -6.100 0.909

Output
Relative energy (zero: lowest compared OMol25 entry of this formula, charge and spin): 35.3 kcal per mole
SMILES: O=[N+]([O-])c1ccc([C@@H]([C@@H](c2ccccc2)c2cc(-c3ccccc3)c([O-])c(-c3ccccc3)c2)[N+](=O)[O-])cc1
Charge: -1
HOMO-LUMO gap: 4.3 eV
LUMO: 0.60 eV

---

[2]
The following is a quantum chemistry calculation of C32H24AsCuO10PS as an isolated structure, from the OMol25 dataset.

Atoms and positions in Å:
Cu 0.354 0.211 -0.415
O -1.818 1.815 0.419
C -1.432 0.675 0.396
C -2.265 -0.382 1.158
C -3.582 -0.023 1.416
C -4.476 -0.893 2.023
C -4.035 -2.153 2.394
C -2.725 -2.517 2.130
C -1.821 -1.655 1.497
P -0.113 -2.277 1.056
C 0.704 -2.401 2.692
C 0.109 -2.077 3.907
C 0.826 -2.171 5.093
C 2.149 -2.587 5.081
C 2.758 -2.895 3.871
C 2.043 -2.794 2.686
C -0.576 -4.057 0.798
C -0.227 -5.125 1.620
C -0.582 -6.430 1.288
C -1.296 -6.689 0.128
C -1.653 -5.632 -0.702
C -1.292 -4.337 -0.371
H -3.883 0.976 1.119
H -5.500 -0.589 2.206
H -4.704 -2.855 2.878
H -2.393 -3.508 2.416
H -0.914 -1.721 3.922
H 0.354 -1.897 6.030
H 2.714 -2.636 6.004
H 3.801 -3.188 3.846
H 2.531 -2.998 1.739
H 0.324 -4.943 2.535
H -0.303 -7.244 1.948
H -1.567 -7.706 -0.133
H -2.203 -5.819 -1.617
H -1.572 -3.518 -1.027
O -0.535 -0.763 -2.159
As 0.828 -1.991 -2.494
O 1.195 -1.817 -4.085
O 2.015 -0.713 -1.525
C 3.036 -0.059 -2.118
C 4.243 -0.737 -2.281
C 5.355 -0.110 -2.815
C 5.285 1.221 -3.202
C 4.081 1.899 -3.070
C 2.952 1.274 -2.553
S 1.426 2.209 -2.496
O 0.511 1.490 -3.381
O 1.771 3.544 -2.941
O 0.991 2.148 -1.094
H -0.346 -0.012 -2.769
H 4.282 -1.773 -1.967
H 6.281 -0.664 -2.926
H 6.156 1.725 -3.603
H 3.981 2.932 -3.374
O -0.378 1.390 3.796
C 0.838 1.202 4.381
C 0.983 1.383 5.757
C 2.211 1.198 6.373
C 3.314 0.840 5.611
C 3.159 0.675 4.240
C 1.939 0.840 3.598
C 1.902 0.608 2.083
O 2.953 0.728 1.463
O 0.757 0.275 1.635
H -1.002 1.653 4.480
H 0.115 1.669 6.345
H 2.300 1.336 7.444
H 4.282 0.696 6.076
H 3.997 0.408 3.608

Output
Relative energy (zero: lowest compared OMol25 entry of this formula, charge and spin): 0.0 kcal per mole
Charge: -2
HOMO-LUMO gap (alpha / beta): 6.0 / 6.8 eV
LUMO (alpha / beta): 4.21 / 4.21 eV
2S+1: 2

---

[3]
The following is a quantum chemistry calculation of C32H24AsCuO10PS as an isolated structure, from the OMol25 dataset.

Atoms and positions in Å:
Cu -0.391 -0.284 1.143
O 1.655 -0.920 1.069
C 2.785 -0.361 1.173
C 3.860 -0.918 0.227
C 5.137 -0.375 0.318
C 6.168 -0.819 -0.492
C 5.915 -1.824 -1.417
C 4.642 -2.366 -1.520
C 3.595 -1.930 -0.704
P 1.899 -2.662 -0.798
C 0.996 -1.336 -1.686
C -0.393 -1.352 -1.601
C -1.149 -0.365 -2.222
C -0.524 0.635 -2.949
C 0.861 0.650 -3.048
C 1.616 -0.325 -2.417
C 2.181 -3.828 -2.228
C 2.666 -5.098 -1.912
C 2.875 -6.060 -2.890
C 2.573 -5.778 -4.216
C 2.068 -4.528 -4.546
C 1.879 -3.564 -3.564
H 5.274 0.410 1.051
H 7.157 -0.384 -0.408
H 6.704 -2.183 -2.069
H 4.467 -3.137 -2.260
H -0.891 -2.098 -0.996
H -2.224 -0.358 -2.091
H -1.111 1.425 -3.404
H 1.356 1.449 -3.588
H 2.698 -0.286 -2.471
H 2.882 -5.332 -0.874
H 3.261 -7.035 -2.615
H 2.723 -6.529 -4.983
H 1.822 -4.300 -5.577
H 1.491 -2.590 -3.836
O -4.357 -2.135 1.746
As -2.951 -1.080 2.191
O -3.779 0.381 1.250
O -1.827 -1.569 1.053
C -1.848 1.975 2.593
C -2.410 1.857 3.841
C -1.614 1.504 4.933
C -0.211 1.332 4.747
C 0.383 1.434 3.523
C -0.461 1.635 2.370
S 0.056 2.520 0.956
O 3.129 0.543 1.946
O 0.748 3.767 1.130
O 0.588 1.616 -0.026
H -4.299 -2.265 0.790
H -3.473 2.028 3.967
H -2.054 1.392 5.915
H 0.409 1.106 5.609
H 1.446 1.290 3.378
O -4.694 2.450 -0.672
C -4.652 3.326 0.353
C -5.667 4.284 0.395
C -5.685 5.249 1.383
C -4.687 5.275 2.348
C -3.687 4.316 2.313
C -3.655 3.320 1.342
C -2.490 2.348 1.306
O -1.468 2.929 0.495
O -2.820 1.159 0.534
H -4.010 1.769 -0.493
H -6.428 4.246 -0.374
H -6.480 5.986 1.396
H -4.681 6.036 3.118
H -2.894 4.335 3.048

Output
Relative energy (zero: lowest compared OMol25 entry of this formula, charge and spin): 69.0 kcal per mole
Charge: -2
HOMO-LUMO gap (alpha / beta): 4.0 / 6.4 eV
LUMO (alpha / beta): 4.27 / 4.27 eV
2S+1: 2

---

[4]
The following is a quantum chemistry calculation of C32H24CaN5O5PS5 as an isolated structure at a distorted geometry, from the OMol25 dataset.

Atoms and positions in Å:
Ca 2.427 2.008 0.273
S 1.154 8.984 0.152
C 1.149 7.318 0.255
S 0.729 6.276 -1.036
C 0.839 4.734 -0.207
C 1.223 4.811 1.091
S 1.386 3.511 2.251
S 1.547 6.435 1.668
S 0.436 3.308 -1.131
O 8.251 3.771 0.828
C 7.102 3.425 0.686
C 5.988 4.248 0.063
O 6.074 5.400 -0.297
C 4.823 3.346 -0.017
C 5.160 2.078 0.546
O 4.328 1.085 0.548
C 6.522 2.082 1.064
O 7.105 1.196 1.669
O 3.675 3.588 -0.515
C -1.162 0.266 -1.215
P -1.254 0.970 0.497
C -2.313 -0.341 1.275
C -3.128 -0.014 2.365
C -3.864 -0.986 3.028
C -3.795 -2.318 2.626
C -2.975 -2.663 1.562
C -2.240 -1.683 0.901
C -2.573 2.226 0.230
C -3.766 1.943 -0.432
C -4.680 2.953 -0.706
C -4.410 4.257 -0.306
C -3.246 4.539 0.398
C -2.334 3.527 0.670
H -0.379 -0.495 -1.237
H -0.880 1.078 -1.886
H -2.109 -0.170 -1.538
H -3.185 1.020 2.689
H -4.496 -0.707 3.863
H -4.374 -3.077 3.139
H -2.904 -3.697 1.237
H -1.595 -1.975 0.083
H -3.992 0.922 -0.725
H -5.597 2.724 -1.237
H -5.107 5.053 -0.540
H -3.036 5.553 0.718
H -1.419 3.740 1.216
C 2.544 -1.355 -1.729
C 1.968 -1.788 -0.420
N 1.534 -0.993 0.523
C 1.121 -1.801 1.563
C 1.302 -3.105 1.240
N 1.849 -3.096 -0.035
C 2.168 -4.262 -0.815
N 1.022 -5.141 -0.936
N 1.086 -6.416 -0.501
N -0.052 -6.975 -0.653
C -0.922 -6.046 -1.196
C -2.275 -6.143 -1.533
C -2.876 -5.019 -2.048
C -2.159 -3.815 -2.238
C -0.828 -3.708 -1.918
C -0.231 -4.856 -1.382
H 2.554 -0.271 -1.763
H 1.957 -1.719 -2.578
H 3.574 -1.700 -1.842
H 0.707 -1.379 2.465
H 1.103 -4.024 1.767
H 2.954 -4.849 -0.349
H 2.499 -3.939 -1.797
H -2.820 -7.066 -1.382
H -3.925 -5.049 -2.312
H -2.673 -2.949 -2.636
H -0.284 -2.783 -2.062

Output
Relative energy (zero: lowest compared OMol25 entry of this formula, charge and spin): 43.7 kcal per mole
Charge: -2
HOMO-LUMO gap: 4.5 eV
LUMO: 2.99 eV

---

[5]
The following is a quantum chemistry calculation of C32H24ClF3N5O16P2S2W as an isolated structure, from the OMol25 dataset.

Atoms and positions in Å:
W 0.102 0.059 0.439
O -2.052 4.441 -5.653
N -1.684 4.628 -4.517
O -1.416 5.708 -4.030
C -1.584 3.442 -3.640
C -2.444 2.439 -3.899
C -2.468 1.279 -3.073
C -3.382 0.231 -3.282
C -3.363 -0.827 -2.423
C -2.416 -0.859 -1.397
N -1.515 0.088 -1.201
C -1.566 1.174 -2.015
C -0.655 2.241 -1.756
N 0.187 2.066 -0.709
C 1.082 3.005 -0.459
C 1.185 4.164 -1.225
C 0.334 4.368 -2.274
C -0.640 3.392 -2.560
H -3.127 2.521 -4.733
H -4.089 0.288 -4.100
H -4.057 -1.650 -2.513
H -2.420 -1.670 -0.700
H 1.755 2.845 0.367
H 1.947 4.888 -0.977
H 0.405 5.260 -2.874
C -5.777 -4.253 4.288
C -4.502 -3.722 3.704
C -4.397 -3.445 2.343
C -3.220 -2.960 1.800
C -2.129 -2.770 2.630
C -2.195 -3.059 3.993
C -3.385 -3.518 4.518
S -0.586 -2.191 2.071
O -0.443 -0.716 2.361
O 0.426 -3.009 2.641
N -0.587 -1.951 0.462
C -0.349 -3.022 -0.461
C -0.118 -4.332 -0.046
C 0.056 -5.287 -1.033
C 0.008 -4.921 -2.369
C -0.217 -3.590 -2.666
N -0.400 -2.661 -1.730
H -6.615 -4.118 3.607
H -6.010 -3.757 5.230
H -5.680 -5.320 4.496
H -5.251 -3.604 1.699
H -3.166 -2.741 0.745
H -1.328 -2.927 4.627
H -3.448 -3.731 5.578
H -0.046 -4.611 0.994
H 0.243 -6.315 -0.751
H 0.149 -5.646 -3.157
H -0.249 -3.237 -3.690
O 2.909 2.365 2.743
P 1.729 1.353 2.978
O 0.743 1.754 3.958
O 1.115 1.231 1.485
O 2.400 -0.070 3.149
P 2.959 -0.972 1.910
O 3.919 0.113 1.198
O 3.642 -2.180 2.324
O 1.728 -1.093 0.994
H 3.655 1.971 2.263
H 4.810 -0.247 1.084
Cl -4.991 4.721 5.370
C -4.297 3.599 4.253
C -2.922 3.571 4.085
C -2.368 2.678 3.183
C -3.194 1.815 2.471
C -4.574 1.839 2.666
C -5.134 2.739 3.551
C -2.646 0.821 1.527
O -3.240 -0.147 1.116
O -1.385 1.119 1.118
H -2.293 4.235 4.661
H -1.294 2.629 3.073
H -5.200 1.150 2.116
H -6.202 2.781 3.707
F 3.450 -1.229 -3.936
C 2.972 -1.217 -2.703
F 3.907 -0.805 -1.859
F 2.573 -2.432 -2.363
S 1.552 -0.039 -2.657
O 2.091 1.271 -2.803
O 0.546 -0.521 -3.538
O 1.160 -0.260 -1.171

Output
Relative energy (zero: lowest compared OMol25 entry of this formula, charge and spin): 27.9 kcal per mole
Charge: +1
HOMO-LUMO gap: 6.2 eV
LUMO: -5.27 eV

---

[6]
The following is a quantum chemistry calculation of C32H24CuN2PSe2 as an isolated structure, from the OMol25 dataset.

Atoms and positions in Å:
Cu -0.363 0.580 0.327
C 5.922 -2.399 -1.063
C 5.090 -2.762 -0.011
C 3.980 -1.992 0.294
C 3.690 -0.831 -0.429
C 4.512 -0.496 -1.503
C 5.624 -1.272 -1.812
P 2.159 0.113 0.018
C 2.513 1.711 -0.835
C 3.403 2.682 -0.380
C 3.688 3.794 -1.159
C 3.093 3.950 -2.405
C 2.201 2.994 -2.867
C 1.909 1.886 -2.080
C 2.477 0.406 1.811
C 3.748 0.588 2.303
C 3.983 0.730 3.684
C 2.947 0.620 4.566
C 1.628 0.390 4.108
C 0.559 0.217 5.020
C -0.706 0.012 4.554
C -0.964 0.016 3.163
C 0.022 0.187 2.212
C 1.361 0.331 2.708
H 6.797 -2.994 -1.296
H 5.311 -3.647 0.573
H 3.335 -2.276 1.118
H 4.298 0.380 -2.100
H 6.260 -0.989 -2.641
H 3.879 2.567 0.586
H 4.386 4.539 -0.796
H 3.322 4.818 -3.010
H 1.723 3.112 -3.831
H 1.220 1.128 -2.437
H 4.599 0.589 1.632
H 4.991 0.907 4.038
H 3.122 0.690 5.634
H 0.769 0.249 6.084
H -1.523 -0.143 5.252
H -1.997 -0.109 2.844
Se -1.806 2.827 -2.026
Se -3.492 1.987 -0.730
C -3.054 0.110 -0.643
C -4.138 -0.756 -0.545
C -3.907 -2.118 -0.566
C -2.604 -2.565 -0.734
C -1.591 -1.635 -0.811
N -1.792 -0.307 -0.719
C -0.800 3.631 -0.583
C -0.478 4.978 -0.635
C 0.180 5.531 0.451
C 0.466 4.726 1.541
C 0.109 3.389 1.494
N -0.499 2.843 0.438
H -5.138 -0.349 -0.477
H -4.731 -2.815 -0.483
H -2.377 -3.620 -0.801
H -0.557 -1.939 -0.923
H -0.755 5.563 -1.501
H 0.451 6.580 0.453
H 0.961 5.119 2.419
H 0.319 2.718 2.318

Output
HOMO-LUMO gap: 6.3 eV
LUMO: -0.20 eV

---

[7]
The following is a quantum chemistry calculation of C32H25AsClN2O8Ru as an isolated structure at a distorted geometry, from the OMol25 dataset.

Atoms and positions in Å:
Ru 1.215 -0.216 0.495
O -2.762 -4.373 3.173
C -1.955 -3.493 3.073
C -2.244 -2.003 2.881
O -3.236 -1.413 3.221
C -1.020 -1.462 2.241
C 0.022 -2.463 2.214
O 1.094 -2.283 1.617
C -0.437 -3.651 2.987
O 0.230 -4.503 3.520
O -0.851 -0.337 1.745
Cl 7.305 2.186 -3.272
C 5.748 1.897 -2.562
C 4.820 2.951 -2.474
C 3.581 2.739 -1.941
C 3.181 1.464 -1.435
O 2.009 1.315 -0.953
C 4.144 0.409 -1.543
C 3.854 -0.918 -1.112
O 2.813 -1.357 -0.613
C 5.412 0.657 -2.108
H 5.099 3.932 -2.837
H 2.860 3.544 -1.882
H 4.675 -1.640 -1.261
H 6.124 -0.158 -2.180
C 2.634 -1.841 5.010
N 2.818 -0.982 3.855
C 1.976 -0.032 3.423
N 0.930 0.313 4.220
O 2.215 0.612 2.373
H 3.608 -2.206 5.326
H 2.003 -2.705 4.789
H 2.206 -1.273 5.835
H 3.493 -1.269 3.167
H 0.548 -0.349 4.873
H 0.271 0.943 3.791
C -2.367 1.903 -5.293
C -1.946 2.777 -4.301
C -1.473 2.282 -3.096
C -1.431 0.909 -2.873
C -1.822 0.035 -3.882
C -2.297 0.533 -5.085
As -0.799 0.229 -1.155
C -1.907 -1.376 -1.012
C -1.217 -2.568 -0.797
C -1.903 -3.758 -0.602
C -3.291 -3.766 -0.622
C -3.984 -2.594 -0.889
C -3.295 -1.408 -1.100
C -1.531 1.653 -0.040
C -0.605 2.585 0.424
C -1.023 3.660 1.197
C -2.365 3.798 1.521
C -3.286 2.863 1.068
C -2.873 1.797 0.284
H -2.751 2.289 -6.228
H -1.991 3.846 -4.460
H -1.144 2.961 -2.319
H -1.763 -1.035 -3.720
H -2.617 -0.151 -5.861
H -0.133 -2.555 -0.790
H -1.352 -4.676 -0.431
H -3.829 -4.687 -0.438
H -5.065 -2.604 -0.937
H -3.840 -0.502 -1.337
H 0.445 2.475 0.167
H -0.299 4.386 1.544
H -2.697 4.633 2.124
H -4.331 2.964 1.333
H -3.599 1.068 -0.051

Output
Relative energy (zero: lowest compared OMol25 entry of this formula, charge and spin): 96.4 kcal per mole
HOMO-LUMO gap (alpha / beta): 4.7 / 5.2 eV
LUMO (alpha / beta): -2.36 / -1.89 eV
2S+1: 2

---

no.,DFT total energy (eV)
1,-46768.241
2,-179653.919
3,-179650.927
4,-133170.533
5,-136534.444
6,-221174.779
7,-128889.860